No. 1
ORCA calculation (ωB97M-V with the def2-TZVPD basis set) on a 6-piece molecular cluster, C39H40BBrN6O5 overall in a non-equilibrium geometry.

Results
Total charge ... 0
SMILES ... CN(C)B(O)c1c(OC(=O)c2ccccc2)ccc2c1C(=O)C(Br)=CC2=O.c1cc[nH]c1.c1cc[nH]c1.c1cc[nH]c1.c1cc[nH]c1.c1cc[nH]c1
Gap between HOMO and LUMO ... 0.2655 hartree
LUMO ... -0.98 eV

Each line ends with the Löwdin charge.
Cartesian coordinates (Å):
1 H -2.6413 -2.0199 -1.4053  0.07
2 C 0.0259 2.3069 -2.0669  -0.04
3 C -5.9791 1.5896 -4.4269  -0.02
4 C 4.4743 7.9303 2.6766  -0.11
5 C 4.0320 -2.1712 7.4447  -0.15
6 H -5.4500 1.9808 -5.2903  0.13
7 H 5.1223 -3.0142 10.4322  0.09
8 C 3.6219 2.2275 6.7655  -0.14
9 H 2.3169 3.8993 4.2473  0.09
10 C -1.1653 1.8469 -2.6016  0.06
11 O 2.5275 4.8387 -2.1459  0.12
12 C 3.2868 3.4360 6.2151  -0.10
13 H -8.7311 -0.1624 -3.5034  0.11
14 H -2.9282 -5.6099 -4.3820  0.10
15 C 1.7464 4.0659 -1.6358  -0.30
16 O -2.1506 -0.3674 -3.4215  0.15
17 C 4.3257 5.6991 2.9075  -0.15
18 H 2.7615 -0.5681 7.9891  0.13
19 C 3.7782 -1.5276 9.5721  -0.14
20 H -2.0123 4.7322 -4.2107  0.14
21 H 3.8703 -2.1427 6.3795  0.10
22 H -7.6436 0.7377 -5.4765  0.11
23 N 4.6690 5.9978 1.6154  0.00
24 C 1.3961 -7.8753 -4.4883  -0.12
25 C 2.6922 1.8190 4.7727  -0.17
26 C 2.6953 3.1745 4.9492  -0.12
27 N 3.4020 -1.2852 8.2791  0.00
28 C -7.1607 0.9008 -4.5142  -0.08
29 C 0.9623 -6.7184 -5.0781  -0.15
30 H 0.5408 -5.8217 -4.6556  0.10
31 H 2.2645 -9.7226 -5.4124  0.09
32 N 3.2521 1.2471 5.8825  0.01
33 C -1.6805 -1.6407 -1.0135  -0.09
34 H 3.9303 6.9771 4.6305  0.09
35 N 1.1465 -6.8403 -6.4287  0.00
36 H 3.3751 0.2620 6.0251  0.11
37 H -3.4767 -4.4677 -0.3718  0.10
38 H 5.0313 7.7915 0.5209  0.11
39 C 4.7656 7.3551 1.4687  -0.14
40 B -1.6855 0.3612 -2.3288  -0.52
41 C 4.6506 -2.5826 9.5653  -0.11
42 C -2.7797 -5.6539 -3.3162  -0.14
43 C -4.1339 2.5254 -2.9675  -0.37
44 O -3.9774 3.2006 -1.9758  0.14
45 C 2.0095 3.4352 -0.2843  -0.02
46 C -0.2621 4.4823 -3.0593  0.02
47 C -2.9032 0.2413 -0.2878  -0.05
48 C 1.8565 -8.7318 -5.5247  -0.11
49 H -0.9016 -2.0702 -1.6484  0.09
50 H -5.5954 1.4102 -1.0750  0.12
51 H 4.8264 5.3254 0.8872  0.14
52 H 2.3372 1.2238 3.9491  -0.01
53 O -3.1221 2.3892 -3.9069  0.08
54 H 3.3927 -0.9312 10.3814  0.11
55 H -1.3625 -7.2642 -2.9162  0.08
56 O 1.1200 0.2647 -1.3850  0.11
57 H 3.4486 4.4004 6.6675  0.09
58 N -1.6370 -0.1622 -0.9694  -0.09
59 C -1.8854 2.7600 -3.3551  -0.20
60 C -5.4183 1.7907 -3.1786  -0.13
61 H 1.9033 -8.3570 -7.7231  0.10
62 C -1.9978 -6.4750 -2.5481  -0.11
63 H -7.7258 0.1522 -1.3141  0.11
64 H -2.9854 -0.3175 0.6509  0.09
65 C 4.1954 6.8783 3.5907  -0.11
66 H 1.3847 -8.0856 -3.4315  0.09
67 C 0.9112 1.4418 -1.2023  -0.34
68 H -1.7171 -6.5270 -0.3257  0.09
69 C 1.5969 2.2000 -0.0727  -0.55
70 C -1.4524 4.0310 -3.5979  0.03
71 H 0.9199 -6.1391 -7.1087  0.14
72 H -1.4143 -0.7821 -3.8873  0.12
73 C -7.8047 0.3929 -3.4064  -0.08
74 H 0.0654 5.4971 -3.2567  0.13
75 H -1.6207 -1.9952 0.0236  0.09
76 H -3.7684 -0.0598 -0.9038  0.08
77 H 4.2047 4.6774 3.2256  0.09
78 C -2.1833 -6.0895 -1.1930  -0.11
79 N -3.4332 -4.7905 -2.4784  0.00
80 H 2.4939 3.9960 0.5144  0.11
81 H -4.0780 -4.0786 -2.7691  0.14
82 H -2.8868 1.3249 -0.1291  0.10
83 C 4.8121 -2.9910 8.2142  -0.11
84 C -3.0712 -5.0472 -1.1840  -0.16
85 C -7.2155 0.5877 -2.1699  -0.07
86 C -6.0364 1.2804 -2.0578  -0.03
87 C 1.6867 -8.0664 -6.7091  -0.15
88 Br 1.8082 1.2825 1.5829  0.88
89 H 5.4307 -3.7943 7.8503  0.09
90 H 4.0894 1.9798 7.7041  0.11
91 H 4.4633 8.9876 2.8835  0.09
92 C 0.4547 3.6114 -2.2870  -0.09



No. 2
ORCA calculation (ωB97M-V with the def2-TZVPD basis set) on C6H9N2S as an isolated structure in a non-equilibrium geometry.

Results
Total charge ... +1
Gap between HOMO and LUMO ... 0.3371 hartree
LUMO ... -3.78 eV
ΔE to the lowest compared entry with this formula, charge and spin ... 2.640 eV

Each line ends with the Löwdin charge.
Cartesian coordinates (Å):
1 H 3.1427 -1.7175 -1.0325  0.13
2 N -0.0585 -0.6199 -0.3988  0.02
3 H 1.2283 -0.9904 -2.1126  0.14
4 H -0.7965 2.1346 1.6370  0.19
5 C 2.2500 -1.3420 -0.4220  -0.40
6 N 0.1276 0.1718 2.0232  0.07
7 H -1.8312 1.0762 -1.8439  0.12
8 H -0.9684 -0.9854 -0.6682  0.17
9 H 0.0023 -1.9217 1.6841  0.14
10 H -2.5387 0.6026 -0.1045  0.11
11 H -2.2177 2.1782 -0.4014  0.10
12 C 0.4555 -0.9156 1.4508  -0.38
13 C -0.3339 1.0901 1.3304  -0.02
14 S 2.2699 -1.3045 1.2970  1.00
15 C -1.8136 1.2005 -0.7125  -0.04
16 H 0.3979 1.4934 -0.4964  0.17
17 C -0.4423 0.8155 -0.2137  -0.30
18 C 1.1266 -0.9659 -1.0160  -0.23



No. 3
ORCA calculation (ωB97M-V with the def2-TZVPD basis set) on a 11-piece molecular cluster, C30H65FO18S6 overall in a non-equilibrium geometry.

Results
Total charge ... 0
Gap between HOMO and LUMO ... 0.3118 hartree
LUMO ... 0.22 eV

Each line ends with the Löwdin charge.
Cartesian coordinates (Å):
1 C -14.9064 -9.9711 -25.3498  -0.02
2 C -20.5282 -13.8840 -21.3346  -0.25
3 S -19.0713 -7.3296 -19.9421  0.84
4 O -10.5100 -5.8212 -22.9914  -0.57
5 H -9.3902 -8.2394 -23.4560  0.07
6 S -11.9905 -10.7433 -17.2071  0.89
7 H -12.4368 -7.4647 -20.8740  0.09
8 H -10.5076 -14.1641 -19.9084  0.11
9 H -21.2243 -13.8363 -20.5013  0.04
10 O -12.5423 -13.6501 -20.0045  0.03
11 H -10.4978 -12.6628 -17.7401  0.04
12 H -20.2154 -9.0441 -18.6084  0.04
13 C -11.8190 -10.5342 -19.0109  -0.24
14 H -8.1000 -11.4042 -23.5239  0.10
15 O -13.7736 -10.6450 -25.8708  0.00
16 O -14.8012 -7.5607 -17.4344  -0.56
17 H -12.0788 -13.2079 -17.1945  0.03
18 H -12.2029 -9.5367 -19.2259  0.04
19 H -14.2858 -6.7328 -20.1781  0.02
20 H -15.2159 -5.3592 -19.5291  0.06
21 H -17.3279 -10.0326 -21.4243  0.07
22 H -16.2513 -10.9604 -22.5083  0.08
23 H -14.1948 -4.8304 -22.5324  0.04
24 H -10.8688 -8.2532 -24.3906  0.04
25 H -13.4444 -6.4105 -25.5772  0.04
26 C -13.4929 -4.4754 -23.2881  -0.28
27 C -8.2738 -5.7641 -24.4127  -0.26
28 H -7.8829 -6.1423 -23.4666  0.06
29 C -16.2976 -14.9073 -22.8958  -0.08
30 H -15.1777 -6.0741 -26.1001  0.04
31 H -20.4469 -7.4477 -17.8483  0.06
32 H -14.5859 -9.1198 -24.7472  0.08
33 H -20.9361 -11.7140 -19.6229  0.05
34 H -14.8069 -16.3548 -22.3324  0.10
35 H -13.4599 -15.9469 -24.4229  0.11
36 C -8.8293 -11.1102 -24.2810  -0.04
37 H -12.6125 -5.1148 -23.3545  0.01
38 H -21.2869 -7.8308 -19.3090  0.05
39 H -9.8535 -10.1073 -26.9605  0.08
40 C -16.7776 -10.0160 -22.3602  -0.05
41 O -13.9043 -8.1040 -22.2700  -0.01
42 O -11.8000 -10.8006 -26.6551  0.01
43 H -19.9242 -14.7892 -21.3112  0.04
44 H -14.0137 -4.7608 -16.0055  0.05
45 H -10.7915 -10.5506 -19.3689  0.07
46 H -12.1829 -9.0531 -21.6903  0.09
47 O -10.0878 -10.8062 -23.6922  -0.03
48 H -10.9752 -9.6930 -28.2572  0.10
49 H -21.6728 -11.3367 -21.1541  0.07
50 O -12.8711 -8.8143 -26.8675  0.13
51 H -10.9023 -12.6119 -19.1824  0.04
52 H -15.5388 -9.5865 -26.1496  0.11
53 O -19.3594 -11.9294 -22.8461  -0.54
54 F -16.2361 -12.7949 -25.8372  0.06
55 H -17.4082 -7.1803 -18.1133  0.05
56 H -14.0445 -14.2946 -25.9920  0.13
57 O -12.0656 -11.3496 -23.0994  0.02
58 C -15.8706 -13.7230 -24.9228  -0.29
59 C -16.6781 -13.9359 -23.8336  -0.01
60 C -10.7317 -10.4464 -27.5109  -0.04
61 C -11.3116 -12.4398 -17.0516  -0.28
62 H -8.0794 -4.6934 -24.4269  0.05
63 C -12.5490 -8.0275 -21.7918  0.00
64 H -15.8379 -11.8704 -19.0262  0.10
65 H -17.5507 -13.3171 -23.6598  0.09
66 C -10.9576 -11.8183 -23.6106  -0.64
67 C -20.7180 -11.3379 -20.6231  -0.26
68 C -11.2790 -13.6205 -19.3763  -0.07
69 H -8.4527 -10.1430 -24.6234  0.07
70 O -13.1231 -3.9028 -25.8698  -0.58
71 O -10.9219 -9.9044 -16.5578  -0.57
72 C -14.7158 -14.4435 -25.1592  -0.02
73 C -15.8954 -12.7320 -19.6884  -0.03
74 C -17.6412 -7.8208 -18.9606  -0.26
75 C -14.3396 -15.3585 -24.1924  -0.09
76 H -21.1222 -13.9301 -22.2500  0.06
77 O -10.7212 -12.9472 -23.9355  0.14
78 H -16.5774 -12.5312 -20.5078  0.05
79 H -7.7515 -6.2873 -25.2121  0.05
80 S -19.4679 -12.3934 -21.4307  0.81
81 C -14.6904 -9.0281 -21.7700  -0.64
82 H -15.5943 -4.9750 -16.8528  0.06
83 C -15.1356 -15.6495 -23.0818  -0.08
84 H -13.4645 -5.1892 -19.7488  0.06
85 C -14.5084 -4.9408 -16.9555  -0.27
86 H -11.9556 -7.7012 -22.6366  0.05
87 H -14.3449 -4.0523 -17.5733  0.05
88 H -17.7951 -8.8538 -18.6436  0.06
89 C -13.2019 -12.2240 -23.0191  0.00
90 C -20.3334 -7.9763 -18.7942  -0.27
91 H -9.3287 -8.2729 -25.2555  0.04
92 H -20.3525 -10.3121 -20.6249  0.01
93 H -17.4215 -9.8170 -23.2090  0.10
94 H -11.3672 -14.0218 -18.3624  0.08
95 H -13.5589 -12.2782 -24.0472  0.08
96 O -13.5988 -12.9218 -18.1205  0.06
97 H -16.7578 -7.8626 -19.5980  0.04
98 H -14.7605 -6.6638 -24.4486  0.03
99 S -13.8927 -6.4127 -17.7903  0.84
100 H -8.9491 -11.8170 -25.0965  0.10
101 H -10.9918 -12.5798 -16.0205  0.06
102 O -14.3869 -9.9083 -21.0008  0.12
103 S -10.0700 -6.0874 -24.4191  0.88
104 H -12.4900 -11.2772 -19.4432  0.03
105 O -18.9806 -8.1853 -21.1675  -0.55
106 H -16.3638 -13.5682 -19.1642  0.10
107 S -14.2417 -4.2686 -24.9157  0.83
108 C -13.5689 -13.1826 -19.3039  -0.61
109 C -9.8421 -7.8794 -24.3786  -0.28
110 H -13.9503 -11.6491 -22.4757  0.07
111 H -10.4434 -11.3508 -28.0466  0.10
112 H -15.4810 -10.6392 -24.7197  0.07
113 H -13.0743 -13.1853 -22.5333  0.09
114 H -16.9772 -15.0954 -22.0746  0.10
115 C -14.4393 -6.0670 -25.3049  -0.23
116 H -13.1605 -3.4876 -22.9626  0.05
117 C -14.2626 -5.8885 -19.4950  -0.26
118 C -12.8249 -9.9702 -26.5113  -0.59
119 O -15.8772 -8.9039 -22.3535  -0.01
120 O -14.5990 -13.0807 -20.1212  0.00